Molecular formula: C5H7NOS
Method: DFT, the ωB97M-V functional and the def2-TZVPD basis

The value obtained for the HOMO-LUMO gap is 8.72 eV. The charge is 0. The calculation puts the relative energy (zero: lowest compared OMol25 entry of this formula, charge and spin) at 120.1 kcal per mole. The value obtained for the molecular weight is 129.18 g/mol. For the LUMO energy, the calculation gives 0.721 eV. As for the calculated total energy: -19666.3950 eV. The highest occupied orbital energy is -8.00 eV.

Last column: Löwdin charge in e.
Geometry (Å):
H1 1.1524 0.5878 1.9153  0.157
H2 0.1412 3.1772 -0.8099  -0.127
C1 -0.1552 -1.5384 -0.0546  -0.102
C2 -1.0263 0.5202 -0.7071  -0.364
H3 -2.4976 0.8174 -1.6401  0.164
H4 0.3057 -2.6472 -0.1453  0.171
H5 1.5091 -1.4661 2.0567  0.126
C3 1.6492 -0.4873 1.3042  -0.059
S1 0.8460 2.3874 0.0084  0.803
N1 0.6160 -0.4051 0.2290  -0.256
H6 -2.0869 -1.6706 -0.8851  0.133
C4 0.2214 0.7621 -0.3939  -0.576
O1 -2.0401 1.5570 -0.9990  -0.061
H7 2.5981 -0.6955 0.7728  0.071
C5 -1.2330 -0.8987 -0.6515  -0.081

---

Molecular formula: C12H30AgIN6O6
Method: DFT, the ωB97M-V functional and the def2-TZVPD basis

The value obtained for the HOMO-LUMO gap (spin up / spin down) is 9.17 / 5.31 eV. The charge is +1. The calculation puts the relative energy (zero: lowest compared OMol25 entry of this formula, charge and spin) at 14.1 kcal per mole. The spin multiplicity is 2. The value obtained for the molecular weight is 589.18 g/mol. For the LUMO energy (spin up / spin down), the calculation gives -1.776 / -5.517 eV. As for the calculated total energy: -46254.2122 eV. The highest occupied orbital energy (spin up / spin down) is -10.94 / -10.82 eV.

Last column: Löwdin spin population.
Geometry (Å):
C1 2.5306 -1.7606 -1.7955  0.000
C2 2.9493 -3.0571 -2.4224  0.000
H1 2.1989 2.7616 -0.9627  0.000
H2 3.1803 1.7227 2.4626  0.000
N1 -1.0911 -3.7490 2.2315  0.012
H3 0.6677 1.9129 -5.3350  0.000
O1 1.1317 0.8821 0.2508  0.001
N2 -1.3100 1.9443 -3.5852  0.000
O2 -1.4011 -0.2593 1.7389  0.000
H4 -1.7114 4.2130 0.5008  0.000
H5 -4.0176 -0.7922 3.4122  0.000
H6 -1.4673 2.5073 -4.4002  0.000
C3 -2.5804 2.3821 -0.2157  0.000
O3 -2.1051 1.2979 -0.5179  0.004
H7 -0.8136 3.4149 -0.7891  0.000
C4 1.8227 1.7510 0.7581  0.000
C5 1.0877 -4.5892 1.5347  0.000
H8 3.3787 3.0684 0.2697  0.000
Ag1 -0.5785 -0.5852 -0.3460  0.043
C6 0.9434 1.4575 -4.3856  0.000
H9 3.9514 -3.0729 -2.8528  0.000
N3 -3.4119 -0.7111 2.6167  0.000
C7 -1.8106 3.6556 -0.4350  0.000
H10 -2.3468 0.1539 4.8672  0.000
H11 1.5050 0.5353 -4.4862  0.000
C8 -2.1357 -0.2306 2.7063  0.000
H12 1.6882 2.6401 2.6914  0.000
H13 -1.3023 -4.6631 2.5883  0.000
H14 1.5832 0.9001 2.6634  0.000
H15 1.1168 -4.6913 0.4460  0.000
H16 -2.0642 1.8233 -2.9289  0.000
H17 2.0999 -4.3331 1.8302  0.000
H18 -1.4486 1.3113 3.9189  0.000
H19 -4.2680 1.6566 0.6588  0.000
O4 0.5362 -2.2941 1.6360  0.002
O5 -0.0463 0.4374 -2.4837  0.000
H20 -3.7365 -1.0378 1.7205  -0.001
N4 2.5047 2.6645 -0.0092  0.000
C9 0.1720 -3.4404 1.8174  0.003
I1 -2.7766 -2.4186 -1.0445  0.931
H21 -4.1276 3.4075 0.6469  0.000
N5 3.4157 -0.7304 -1.8370  0.000
H22 -1.8400 -3.0789 2.1991  0.004
H23 1.6399 2.1934 -3.9563  0.000
H24 -0.7358 -0.2608 4.3554  0.000
C10 2.1180 1.7427 2.2329  0.000
H25 4.1950 -0.7588 -2.4682  0.000
H26 0.7367 -5.5304 1.9544  0.000
C11 -1.6449 0.2407 4.0351  0.000
H27 -2.2987 4.3488 -1.1235  0.000
H28 3.2248 0.1102 -1.3181  0.000
H29 2.2559 -3.3712 -3.2014  0.000
O6 1.4405 -1.6352 -1.2688  0.001
H30 2.9132 -3.8273 -1.6506  0.000
C12 -0.1654 1.2459 -3.3867  0.000
N6 -3.7520 2.4959 0.4622  0.000

---

Molecular formula: C21H20BrN3OS6Ti
Method: DFT, the ωB97M-V functional and the def2-TZVPD basis

The value obtained for the HOMO-LUMO gap (spin up / spin down) is 3.56 / 5.28 eV. The charge is -2. The calculation puts the relative energy (zero: lowest compared OMol25 entry of this formula, charge and spin) at 0.0 kcal per mole. The spin multiplicity is 3. The value obtained for the molecular weight is 650.58 g/mol. For the LUMO energy (spin up / spin down), the calculation gives 3.898 / 3.895 eV. As for the calculated total energy: -186789.7181 eV. The highest occupied orbital energy (spin up / spin down) is 0.34 / -1.39 eV.

Last column: Löwdin spin population.
Geometry (Å):
C1 -0.2915 -2.1984 1.6296  0.024
C2 4.0213 1.2941 3.3977  0.001
S1 2.0524 0.0960 -0.6770  -0.032
H1 -2.7510 -3.2079 3.8540  0.002
H2 0.2258 1.0257 -3.3990  0.011
H3 0.8991 -2.5998 -1.9206  0.001
C3 -1.1546 2.9924 0.3405  0.033
C4 -1.8798 3.6762 -3.3170  0.267
H4 -0.4165 3.7397 0.6486  0.010
C5 -0.0982 -2.4452 -2.2993  0.026
S2 5.5947 0.8393 3.9189  0.000
C6 -0.4240 1.8108 -3.0116  0.134
H5 -2.6593 -0.1653 -2.4132  0.002
H6 -2.8489 -0.7064 0.3419  0.003
H7 -3.9767 -1.6209 2.2913  -0.001
C7 -2.2604 -1.2215 1.0952  0.027
H8 -2.1634 3.2337 0.7610  0.005
C8 -2.2357 -2.7539 2.9973  0.032
C9 -0.6887 -3.4407 -3.0758  0.000
H9 3.5800 3.9200 0.8270  0.000
C10 -0.7828 -1.2492 -2.0488  0.011
S3 3.5659 -1.2668 3.8955  0.000
N1 -0.9316 -1.2681 0.8582  0.008
H10 -2.4935 4.3580 -3.9169  0.024
S4 6.3665 -1.8900 4.8181  0.000
H11 -0.9938 2.5085 -4.9455  0.000
N2 1.0087 -2.4274 1.3294  0.015
C11 -1.9185 3.7792 -1.9212  0.039
O1 -0.6482 1.5926 0.8219  0.015
H12 1.5485 -3.0857 1.8950  0.000
Br1 -2.7208 -4.5434 -4.7027  0.007
H13 -1.2879 1.2087 1.4575  0.002
H14 -0.1744 -4.3735 -3.3094  -0.001
C12 -2.0610 -1.0879 -2.5662  0.026
H15 3.1408 2.1699 0.7905  -0.001
C13 -1.9680 -3.2601 -3.5616  0.033
H16 1.5365 -1.6921 0.8107  0.002
C14 -1.1970 2.8907 -1.1245  0.143
S5 1.3775 0.6612 3.1977  0.002
H17 4.8719 2.6885 0.9282  0.000
C15 5.2368 -0.8552 4.2332  0.000
H18 -0.2512 -3.6337 3.2250  0.000
C16 -2.6390 -2.0802 -3.3096  -0.002
C17 3.0365 0.3488 3.4320  0.000
N3 -0.5722 1.8120 -1.6760  0.231
C18 3.8335 2.9153 1.2157  0.000
C19 -0.8976 -2.9411 2.6968  0.005
S6 3.7156 2.9798 3.0304  0.000
C20 -2.9191 -1.8642 2.1307  0.000
C21 -1.1028 2.6440 -3.8640  0.071
H19 -3.6457 -1.9887 -3.7214  -0.001
H20 -2.4625 4.5940 -1.4231  -0.003
Ti1 -0.0957 0.0883 -0.6651  0.829

---

Molecular formula: C2H6NO
Method: DFT, the ωB97M-V functional and the def2-TZVPD basis

The value obtained for the HOMO-LUMO gap is 7.40 eV. The charge is -1. The calculation puts the relative energy (zero: lowest compared OMol25 entry of this formula, charge and spin) at 5.4 kcal per mole. The value obtained for the molecular weight is 60.08 g/mol. For the LUMO energy, the calculation gives 5.017 eV. As for the calculated total energy: -5708.1014 eV. The highest occupied orbital energy is -2.38 eV.

Last column: Löwdin charge in e.
Geometry (Å):
C1 0.9423 0.2092 0.4659  -0.544
N1 -1.0347 -0.7472 -0.8034  -0.081
C2 -0.6457 0.2882 0.1850  -0.300
O1 1.5595 -0.6538 -0.3372  -0.368
H1 -1.1223 0.0689 1.1402  0.058
H2 1.3081 1.2690 0.4688  0.058
H3 -0.8341 -0.3004 -1.7040  0.035
H4 1.0102 -0.0549 1.5365  0.051
H5 -1.0128 1.2499 -0.1777  0.067
H6 -0.1705 -1.3290 -0.7740  0.026

---

Maximum force (hartree/bohr)
0.1237 0.0312 0.0510 0.0157